[1]
49
Properties=species:S:1:pos:R:3:forces:R:3:mulliken_charge:R:1 method="wB97M-V/def2-TZVPD" total_energy_ev=-103500.9360 homo_lumo_gap_ha="0.227 / 0.226" e_lumo_ev="-0.33 / -0.33" spin_multiplicity=2
Cr 0.693 -0.902 1.265 0.04 -0.15 0.17 0.211
S 0.337 -0.950 3.472 -0.08 0.09 -0.07 -0.429
S 4.458 0.125 4.133 0.02 -0.07 -0.01 -0.161
S 2.109 -0.321 5.852 0.01 -0.07 0.00 -0.172
S 2.916 -0.480 1.605 0.06 -0.08 -0.04 -0.292
F 3.429 -0.755 -3.764 -0.01 0.01 0.01 -0.355
O 4.492 0.352 6.762 0.03 -0.13 0.00 -0.585
O 0.167 0.833 0.432 0.19 -0.13 0.00 -0.430
O -1.274 2.514 0.663 0.02 -0.04 0.01 -0.727
N -1.503 -1.032 1.119 0.02 0.00 -0.04 -0.499
N -0.387 1.706 -2.441 -0.07 0.16 0.03 -0.290
N -0.611 3.874 -1.675 0.01 -0.03 0.09 -0.518
N -2.491 2.573 -1.992 0.04 -0.03 0.04 0.094
C -2.955 0.234 -1.141 -0.03 -0.02 -0.01 1.925
C 0.709 -2.856 0.661 0.06 0.10 -0.06 -1.022
C -3.277 0.570 0.331 0.03 -0.03 -0.07 -1.232
C 3.453 -2.138 -1.853 -0.01 0.01 -0.03 -0.598
C -1.167 2.692 -1.997 -0.04 -0.01 -0.14 0.286
C 2.780 -2.691 -0.788 0.03 0.10 0.03 -0.663
C 2.767 -1.294 -2.718 0.07 -0.03 0.00 0.293
C -3.234 1.324 -2.177 0.05 0.03 -0.02 -1.702
C 1.893 -0.511 4.126 0.03 0.01 -0.03 0.164
C 0.769 -1.573 -1.459 0.04 -0.10 -0.10 0.798
C 1.417 -2.422 -0.556 -0.25 0.10 -0.04 0.218
C -0.965 1.326 0.753 -0.12 0.19 0.09 0.988
C 3.836 0.081 5.792 -0.07 0.27 -0.01 0.585
C 2.960 -0.308 3.337 -0.03 0.02 0.04 0.101
C 1.437 -1.008 -2.549 -0.03 0.00 0.02 -1.062
C -2.043 0.334 1.206 0.04 0.03 0.03 -0.154
H -4.121 -0.027 0.680 0.02 -0.02 0.02 0.390
H 0.555 1.649 -2.078 -0.01 -0.06 0.02 0.278
H -2.995 3.365 -1.630 0.00 0.01 0.00 0.286
H -3.509 -0.649 -1.467 -0.02 0.01 -0.03 0.458
H 0.392 3.857 -1.561 0.02 0.01 -0.04 0.280
H 1.277 -3.538 1.288 0.04 0.02 -0.01 0.402
H -0.293 -3.245 0.474 0.01 -0.03 0.02 0.331
H 0.932 -0.377 -3.271 0.09 -0.10 -0.06 0.678
H -1.741 -1.464 0.233 -0.05 -0.07 0.07 0.216
H -1.055 4.337 -0.894 -0.01 -0.02 0.05 0.289
H -1.900 -0.043 -1.217 -0.04 0.01 0.01 -1.540
H -1.871 -1.632 1.849 0.03 0.04 0.04 0.344
H -3.547 1.620 0.441 -0.02 -0.01 -0.02 0.485
H 3.307 -3.333 -0.095 0.00 0.01 0.01 0.353
H 4.501 -2.338 -2.026 0.00 0.00 0.00 0.455
H -4.288 1.596 -2.170 0.01 0.02 0.02 0.476
H -0.294 -1.394 -1.351 0.01 -0.04 0.01 0.023
H -3.025 0.945 -3.181 -0.02 -0.02 0.00 0.391
H -0.801 0.822 -2.679 0.00 0.01 0.00 0.192
H -2.243 0.553 2.255 -0.09 -0.01 -0.02 0.442


[2]
10
Properties=species:S:1:pos:R:3:forces:R:3:mulliken_charge:R:1 method="wB97M-V/def2-TZVPD" total_energy_ev=-22944.1929 homo_lumo_gap_ha=0.407 e_above_lowest_kj_mol=196.2 e_lumo_ev=-0.69 smiles="C[C@@](F)(Cl)[N+](=O)[O-]" spin_multiplicity=1
Cl 1.198 -1.775 -0.203 -0.53 0.61 -0.21 -0.139
F 0.371 -0.334 1.690 0.21 0.69 -0.96 -0.226
O 2.099 1.137 0.256 -0.46 0.21 -0.09 -0.498
O 0.517 1.375 -1.225 0.53 0.05 0.66 -0.523
N 1.032 0.865 -0.242 1.02 0.46 -0.58 0.887
C -1.173 -0.217 -0.106 1.96 -6.13 0.15 -1.076
C 0.298 -0.312 0.316 -1.20 -1.30 1.15 0.545
H -1.658 -1.180 0.447 0.80 2.39 -1.78 0.310
H -1.157 -0.197 -1.192 -0.65 -0.45 0.11 0.360
H -1.526 0.638 0.260 -1.68 3.45 1.56 0.361


[3]
86
Properties=species:S:1:pos:R:3:forces:R:3:mulliken_charge:R:1 method="wB97M-V/def2-TZVPD" total_energy_ev=-62842.7179 homo_lumo_gap_ha=0.162 e_lumo_ev=-4.63 total_charge=+1 spin_multiplicity=1
O 8.233 3.484 -0.324 -0.01 -0.01 0.01 -0.498
O 3.013 3.132 -1.120 -0.04 -0.25 0.22 -0.619
O -2.694 -1.900 1.856 0.10 -0.07 0.11 -0.559
O -0.081 -4.013 -0.549 0.06 0.03 0.05 -0.503
O -2.807 -4.165 -7.560 -0.01 0.01 0.01 -0.527
O -1.131 -6.720 -3.240 -0.04 -0.03 -0.02 -0.532
O -0.987 3.931 0.330 0.28 14.28 6.29 0.127
O 4.361 -5.666 -2.902 -0.01 -0.03 -0.01 -0.537
O -5.163 7.055 1.251 -0.55 0.36 0.11 -0.564
O 0.473 -1.343 3.120 -0.08 0.11 0.19 -0.341
O -3.504 1.205 3.284 -0.44 -0.02 0.07 -0.438
N 1.294 0.966 0.015 -0.80 0.61 -0.21 -0.034
N 1.658 0.501 2.339 0.49 0.22 -0.65 0.008
N 0.067 2.022 1.571 -0.48 0.31 -0.47 0.374
C -1.940 4.664 0.539 -8.82 5.86 0.79 1.230
C -4.209 6.345 1.039 0.67 -0.33 -0.17 0.223
C -0.983 -5.042 -6.359 -0.02 0.01 0.00 -0.355
C 4.221 3.214 -0.940 0.01 0.13 -0.09 0.570
C 7.043 3.406 -0.509 -0.03 -0.01 -0.02 0.280
C -3.336 1.976 4.469 -0.02 0.00 -0.14 -0.342
C 1.106 -5.819 -1.486 0.05 0.02 0.11 -0.418
C -2.954 6.888 0.448 -0.95 0.04 0.40 -0.558
C -1.339 -1.828 1.477 0.23 0.10 -0.16 0.705
C -0.326 -2.355 2.492 0.13 -0.32 0.07 -0.773
C 0.131 1.566 -0.711 0.23 -1.25 -0.63 -0.818
C 2.224 -6.234 -2.076 0.03 -0.02 -0.01 -0.390
C 3.343 -5.302 -2.359 -0.01 0.09 0.01 0.280
C -0.563 -5.684 -5.273 -0.02 0.00 -0.01 -0.302
C -2.961 -5.868 -4.451 0.01 0.00 0.00 -0.428
C -2.521 0.235 3.012 0.25 0.30 -0.08 0.020
C -3.185 4.122 1.128 2.08 -0.33 -0.92 -0.435
C -3.008 -1.212 3.057 -0.16 0.14 0.08 -0.985
C -0.450 2.558 0.296 1.74 -12.49 -1.18 -0.530
C 0.937 -4.403 -1.087 0.01 0.00 -0.05 0.376
C 6.474 2.442 -1.493 0.01 0.01 0.02 -0.418
C 5.162 2.356 -1.692 0.00 -0.01 0.03 -0.293
C -4.242 4.892 1.363 -0.42 0.92 0.08 -0.609
C -3.382 -5.226 -5.537 0.01 0.01 -0.02 -0.350
C 3.170 -3.877 -1.954 -0.04 -0.05 0.01 -0.500
C -1.520 -6.143 -4.235 0.00 0.02 -0.02 0.487
C 1.028 1.162 1.330 0.46 -0.21 0.78 -0.177
C 1.626 -0.952 2.441 0.09 -0.02 -0.34 -0.422
C -2.045 2.792 4.415 -0.01 0.31 0.26 0.023
C 2.052 -3.462 -1.366 0.05 0.04 -0.01 -0.171
C 4.774 4.180 0.033 0.03 -0.01 -0.02 -0.420
C -1.901 6.109 0.217 0.37 -2.13 -1.12 -0.599
C 6.086 4.270 0.237 0.01 -0.01 0.00 -0.363
C -2.428 -4.758 -6.576 0.02 -0.02 0.02 0.319
H -4.094 -1.211 3.141 0.01 -0.02 -0.08 0.468
H -2.226 3.812 4.078 0.03 -0.04 -0.12 0.271
H -1.658 0.382 3.670 0.03 -0.22 -0.01 0.537
H 2.145 1.030 3.043 -0.48 0.06 0.30 0.298
H -1.531 2.651 0.314 -1.28 -5.17 -0.79 -0.464
H 4.722 1.670 -2.405 -0.01 0.01 -0.01 0.449
H -1.346 2.318 3.725 -0.11 0.17 0.30 -0.352
H -0.480 1.924 2.416 0.02 0.23 0.00 -0.272
H -0.568 0.778 -0.987 -0.02 -0.29 -0.03 0.432
H -1.539 2.848 5.378 -0.06 -0.01 0.02 0.324
H 4.056 4.799 0.556 0.00 0.01 -0.01 0.450
H 0.481 -5.905 -5.091 0.00 -0.01 0.00 0.441
H -3.168 3.061 1.354 -0.40 -0.12 0.12 0.337
H -2.959 7.947 0.223 0.11 0.02 0.20 0.430
H 1.902 -2.429 -1.069 -0.04 -0.06 -0.02 0.493
H -1.071 -0.787 1.240 0.17 -0.13 -0.08 -0.376
H -4.427 -5.011 -5.723 0.00 0.00 -0.01 0.410
H 0.275 -6.477 -1.273 0.01 0.02 -0.03 0.449
H 2.528 -1.244 2.981 -0.08 -0.09 0.08 0.361
H -0.028 3.553 0.149 7.31 -0.18 -3.05 0.834
H 4.001 -3.220 -2.173 0.01 -0.01 -0.01 0.437
H -0.979 6.479 -0.212 0.02 0.08 -0.04 0.413
H -0.819 -2.875 3.312 -0.06 -0.05 -0.10 0.497
H 0.474 2.054 -1.618 0.03 0.06 0.02 0.389
H -2.188 0.418 1.983 -0.10 0.08 0.12 0.123
H -3.390 1.367 5.378 0.13 -0.21 -0.17 0.329
H 0.323 -3.079 1.992 0.03 0.01 0.08 0.349
H -3.632 -6.217 -3.678 0.00 -0.01 0.00 0.425
H 2.372 -7.262 -2.382 0.01 0.00 0.00 0.441
H -2.611 -1.740 3.930 0.05 -0.01 -0.05 0.205
H 1.650 -1.392 1.439 0.07 0.11 0.01 0.211
H 6.525 4.964 0.942 0.01 0.00 -0.01 0.422
H 2.166 1.416 -0.268 0.30 -0.54 -0.06 0.117
H 7.191 1.830 -2.026 0.01 0.01 0.00 0.422
H -5.162 4.516 1.794 0.04 -0.02 -0.01 0.486
H -4.213 2.622 4.481 0.08 0.08 0.09 0.355
H -0.311 -4.696 -7.135 0.00 0.00 -0.01 0.424
H -1.223 -2.396 0.558 -0.30 -0.07 0.00 0.223


[4]
11
Properties=species:S:1:pos:R:3:forces:R:3:mulliken_charge:R:1 method="wB97M-V/def2-TZVPD" total_energy_ev=-4711.1777 homo_lumo_gap_ha=0.313 e_above_lowest_kj_mol=287.5 e_lumo_ev=0.25 smiles="C=NCC" spin_multiplicity=1
N -0.233 -0.664 0.615 2.65 2.09 -0.07 -0.447
C 0.241 0.334 -0.476 -2.54 -0.40 -1.80 -0.142
C 0.863 -1.312 0.711 -0.43 -1.88 1.66 -0.274
C -0.853 1.410 -0.627 -0.26 -0.03 -0.28 -1.064
H -1.793 0.998 -0.274 0.03 0.15 0.56 0.317
H 0.265 -0.126 -1.473 0.51 -0.38 0.18 0.248
H 1.252 -2.050 -0.019 0.53 1.24 -0.92 0.272
H 1.213 0.770 -0.259 -0.14 -0.01 0.16 0.269
H -1.099 1.628 -1.669 0.55 0.02 -0.15 0.306
H -0.607 2.359 -0.159 -0.14 -0.08 0.32 0.269
H 1.460 -1.345 1.646 -0.75 -0.73 0.35 0.248


[5]
84
Properties=species:S:1:pos:R:3:forces:R:3:mulliken_charge:R:1 method="wB97M-V/def2-TZVPD" total_energy_ev=-124534.2023 homo_lumo_gap_ha=0.243 e_lumo_ev=-1.72 smiles="CC(=O)N(C(C)=O)C1=CC(=O)C(Br)=CC1=O.c1cc[nH]c1.c1cc[nH]c1.c1cc[nH]c1.c1cc[nH]c1.c1cc[nH]c1.c1cc[nH]c1" spin_multiplicity=1
Br -4.961 0.776 -0.199 -0.05 -0.05 -0.05 -0.099
O -3.884 1.842 -2.984 -0.19 0.31 0.09 -0.520
O -0.654 -1.525 -1.757 0.27 0.15 0.25 -0.547
O 1.523 1.874 -0.092 0.00 -0.03 -0.03 -0.520
O 1.923 -0.331 -3.398 -0.03 -0.08 -0.39 -0.560
N -5.735 -5.957 2.208 0.02 0.01 -0.01 0.030
N 6.749 1.608 -1.180 0.00 0.04 0.01 0.015
N 2.006 4.679 -5.523 -0.03 0.00 0.04 0.021
N -3.937 1.989 3.881 0.03 0.03 0.01 0.141
N -2.127 -2.955 2.337 -0.04 0.05 -0.01 0.011
N 0.712 1.113 -2.132 0.01 -0.64 0.66 0.375
N 5.117 -2.877 0.422 -0.03 0.00 -0.02 0.016
C -1.595 1.747 -2.417 0.21 -0.08 0.21 -0.214
C 7.054 2.714 -0.432 -0.01 -0.04 0.00 -0.487
C 1.639 -0.037 -2.279 -0.10 -0.08 -0.09 0.200
C -3.326 0.545 -1.078 0.00 -0.21 0.35 0.037
C 3.444 6.241 -4.901 -0.03 0.03 0.01 -0.498
C -2.925 -2.863 4.400 -0.04 0.02 0.00 -0.670
C -2.432 -0.374 -0.730 -0.26 0.29 -0.03 -0.517
C 5.391 1.444 -1.226 0.07 -0.07 -0.05 -0.793
C 3.158 4.906 -4.818 -0.01 -0.08 0.01 -0.565
C -7.354 -7.419 2.569 0.00 -0.02 0.00 -0.373
C -6.959 -6.128 2.795 0.02 0.00 0.00 -0.530
C 4.824 2.449 -0.491 -0.09 0.06 -0.08 0.040
C 1.084 3.537 -1.732 -0.27 0.03 -0.06 -1.457
C 2.224 -0.720 -1.089 0.24 0.08 0.23 -0.244
C -1.179 -0.462 -1.522 -0.08 -0.35 -0.05 0.584
C -4.773 2.106 5.926 0.03 0.03 0.01 -0.473
C -2.819 -3.654 3.288 -0.01 -0.03 -0.07 -0.776
C 1.142 2.145 -1.196 0.01 0.04 0.02 0.933
C 2.424 6.845 -5.687 0.01 0.00 0.00 -0.392
C -3.030 1.448 -2.235 0.17 -0.05 -0.14 -0.133
C -5.344 -7.123 1.607 0.01 0.04 0.02 -0.294
C -0.670 0.848 -2.046 0.07 0.69 -0.57 -0.174
C -4.103 3.326 5.635 -0.01 -0.01 0.02 -0.444
C 4.456 -4.000 0.006 -0.03 0.04 0.02 -0.563
C 1.553 5.856 -6.056 0.00 -0.03 0.02 -0.556
C -2.271 -1.635 4.111 -0.02 0.03 -0.01 -0.571
C 5.878 3.260 0.010 0.04 -0.05 -0.02 -1.145
C 5.534 -2.159 -0.663 0.05 -0.01 0.02 -0.560
C -4.651 1.302 4.824 -0.01 -0.06 -0.03 -0.481
C 4.448 -3.999 -1.363 0.00 0.01 -0.02 -0.409
C -6.328 -8.051 1.815 -0.02 -0.01 0.01 -0.526
C -1.790 -1.723 2.832 0.01 -0.01 -0.07 -0.455
C -3.599 3.223 4.367 0.00 -0.03 -0.03 -0.503
C 5.134 -2.829 -1.789 0.04 -0.02 0.00 -0.321
H 6.069 -1.233 -0.540 0.00 0.00 0.02 0.438
H 0.107 3.944 -1.466 0.00 0.14 0.04 0.367
H -2.595 -1.074 0.076 -0.03 -0.20 -0.08 0.578
H 4.290 6.732 -4.451 0.01 0.00 0.01 0.420
H 4.945 0.628 -1.770 0.01 0.00 -0.02 0.667
H -2.166 -0.787 4.767 -0.01 0.01 0.00 0.533
H 3.767 2.580 -0.345 0.01 0.05 0.14 0.598
H -4.404 -7.193 1.087 0.00 -0.01 -0.01 0.347
H 2.342 7.885 -5.952 0.00 0.01 0.00 0.395
H -1.232 -1.019 2.238 0.04 0.00 0.03 0.551
H 5.271 -2.618 1.379 0.00 0.01 0.02 0.202
H -8.275 -7.862 2.907 -0.01 -0.01 0.00 0.389
H -3.701 1.639 2.972 -0.01 -0.04 -0.04 0.167
H -3.414 -3.135 5.321 0.00 0.00 0.01 0.424
H -3.030 3.917 3.773 0.00 0.01 0.00 0.377
H -1.334 2.695 -2.866 -0.05 -0.08 -0.24 0.640
H 5.784 4.138 0.627 0.00 0.01 0.00 0.415
H 1.565 3.785 -5.637 0.03 -0.03 -0.05 0.223
H 8.075 3.015 -0.277 0.01 0.01 0.01 0.403
H 2.835 -1.550 -1.431 -0.06 -0.06 -0.06 -0.216
H -1.897 -3.296 1.421 0.06 -0.03 0.01 0.225
H -5.006 0.304 4.630 0.00 -0.01 0.01 0.422
H 5.309 -2.516 -2.805 0.00 0.00 -0.01 0.387
H 3.673 4.100 -4.323 0.03 0.00 0.00 0.564
H -7.439 -5.322 3.322 -0.01 0.00 0.00 0.363
H 4.048 -4.700 0.715 0.00 -0.02 0.00 0.411
H 7.419 1.015 -1.632 0.01 0.01 -0.03 0.219
H -3.162 -4.658 3.099 0.06 -0.04 0.05 0.744
H -5.210 -5.103 2.211 -0.03 0.04 0.00 0.232
H 1.852 4.146 -1.266 0.03 0.06 0.04 0.446
H -6.316 -9.069 1.465 0.00 -0.01 0.00 0.383
H -5.281 1.848 6.839 -0.01 0.00 0.01 0.414
H 1.467 -1.072 -0.396 -0.16 0.06 0.02 0.421
H 4.002 -4.752 -1.990 0.00 0.00 -0.01 0.410
H 2.855 -0.027 -0.537 0.06 0.06 0.07 0.312
H -4.003 4.181 6.283 0.00 0.01 0.01 0.386
H 1.164 3.548 -2.813 0.11 0.06 -0.07 0.320
H 0.658 5.887 -6.652 -0.01 0.01 -0.01 0.386


[6]
63
Properties=species:S:1:pos:R:3:forces:R:3:mulliken_charge:R:1 method="wB97M-V/def2-TZVPD" total_energy_ev=-244308.3620 homo_lumo_gap_ha=0.199 e_above_lowest_kj_mol=139.9 e_lumo_ev=3.83 total_charge=-2 spin_multiplicity=1
Sb -2.870 2.489 -1.831 -0.26 -0.13 0.26 0.702
Cd -0.615 0.390 -0.610 -0.18 0.69 -0.11 2.317
As 2.144 0.090 2.096 0.05 -0.07 0.19 0.717
As -0.978 1.519 2.132 0.07 -0.01 0.24 0.555
S -3.993 4.095 -0.651 -0.04 0.14 -0.07 -0.781
S -3.193 0.443 -0.545 -0.06 0.67 0.23 -0.581
S -0.508 2.736 -1.461 0.28 0.06 -0.03 -0.721
S -1.763 -2.590 0.522 0.16 -0.07 0.36 1.312
S -3.287 2.233 -4.046 -0.01 0.00 -0.04 -0.747
S -2.627 -1.802 -2.113 0.10 -1.68 -1.31 0.894
F -0.156 -4.341 1.598 0.04 -0.13 -0.14 -0.228
F -2.171 -3.028 -4.442 -0.01 0.06 0.02 -0.221
F 0.374 -3.826 -0.436 0.06 -0.11 -0.02 -0.177
F -3.093 -4.315 -2.975 0.01 -0.03 0.04 -0.251
F -0.985 -3.826 -2.819 -0.15 0.02 -0.02 -0.223
F -1.289 -5.158 -0.060 -0.11 -0.19 -0.02 -0.252
O -2.503 -2.888 1.713 -0.04 0.04 -0.09 -0.743
O -3.928 -1.587 -2.661 0.13 0.40 0.26 -0.631
O -0.742 -1.549 0.650 -0.10 -0.31 -0.08 -0.590
O -1.422 -1.052 -2.429 0.05 0.07 0.10 -0.720
N -2.654 -2.589 -0.726 0.00 0.06 0.29 -0.583
N 1.517 -0.216 -1.616 -0.04 -0.16 -0.08 0.128
C 0.239 1.640 3.703 0.07 -0.09 -0.05 -0.337
C 1.506 1.038 3.704 -0.06 0.10 0.00 0.304
C 3.652 -0.247 -3.414 0.03 0.05 0.03 1.283
C 1.599 -1.147 -2.565 -0.04 -0.02 0.12 -0.336
C 4.093 0.176 2.442 -0.06 0.03 -0.08 -1.446
C 1.892 -1.724 2.812 -0.19 -0.01 -0.20 -1.136
C -2.207 -3.325 -3.135 0.17 0.19 0.16 0.395
C 4.802 -0.248 -4.384 -0.05 0.01 0.03 -1.435
C -0.178 2.321 4.846 0.01 0.00 0.10 -0.551
C 1.868 1.803 5.980 -0.01 -0.03 -0.08 -0.711
C -0.657 -4.076 0.379 0.02 0.45 0.07 0.443
C 2.299 1.124 4.848 -0.02 0.06 0.07 -0.361
C 2.645 -1.196 -3.474 0.04 -0.04 -0.07 -0.984
C 2.482 0.703 -1.553 -0.09 0.04 0.03 -0.473
C -2.467 0.625 3.026 0.03 -0.07 -0.01 -1.095
C -1.650 3.344 2.150 0.07 -0.10 -0.11 -0.760
C 0.620 2.411 5.978 0.02 -0.05 -0.09 -0.733
C 3.558 0.721 -2.417 0.09 -0.02 -0.07 -0.931
H 5.734 -0.503 -3.875 0.00 0.00 -0.02 0.299
H 2.504 1.857 6.856 0.00 0.00 -0.02 0.362
H 0.788 -1.864 -2.611 0.01 0.05 0.03 0.272
H 2.301 -2.449 2.107 -0.01 0.01 0.00 0.414
H -0.828 4.024 1.943 0.04 0.04 -0.03 0.350
H 3.275 0.655 4.866 0.04 -0.01 0.00 0.167
H -2.285 -0.449 3.054 0.01 0.00 0.01 0.212
H 2.651 -1.966 -4.236 0.00 0.02 0.02 0.345
H 2.362 1.462 -0.789 -0.02 0.02 -0.02 0.514
H 2.381 -1.828 3.778 0.04 0.02 0.11 0.531
H 4.304 1.503 -2.328 -0.04 -0.03 0.00 0.373
H 4.640 -0.969 -5.185 0.01 0.02 0.02 0.345
H -2.622 1.006 4.034 0.01 0.06 0.06 0.480
H -2.378 3.435 1.342 -0.06 0.04 -0.06 -0.014
H 0.271 2.949 6.852 -0.01 0.00 -0.02 0.368
H 4.589 -0.312 1.601 0.00 0.01 0.01 0.380
H 0.821 -1.916 2.911 0.09 0.02 -0.02 0.154
H 4.414 1.218 2.475 0.00 -0.02 0.00 0.391
H 4.394 -0.327 3.361 -0.03 -0.01 0.02 0.434
H -2.125 3.598 3.095 -0.03 -0.03 0.09 0.387
H -3.345 0.806 2.411 -0.05 0.00 -0.06 0.363
H 4.928 0.741 -4.829 0.01 -0.03 0.00 0.347
H -1.154 2.791 4.848 -0.02 0.02 0.04 0.215